Record 1
28
Properties=species:S:1:pos:R:3:forces:R:3:lowdin_charge:R:1 method="wB97M-V/def2-TZVPD" mol_weight_g_mol=131.24 e_homo_ev=-14.582 charge=+1 orbital_gap_ev=11.64 e_above_lowest_ev=1.480 smiles=CCCCC[NH2+]NCC
N -2.2296 0.0465 -0.7427 0.1 0.0 0.0 0.00
N -0.8054 0.2523 -0.6679 0.0 0.0 0.0 0.01
C 2.3426 -0.8003 -0.0032 -0.2 0.0 0.0 -0.27
C 2.0253 0.5394 -0.7038 -0.1 0.0 -0.1 -0.20
C -4.0318 -1.1977 0.3897 -0.1 0.0 0.0 -0.07
C 3.8310 -1.0207 0.2651 0.1 0.0 0.0 -0.09
C 1.2231 1.5376 0.1523 0.0 0.0 0.1 -0.15
C -0.3119 1.4803 0.0489 -0.1 -0.1 0.1 -0.10
C -2.8138 -0.2972 0.5768 0.1 0.1 0.0 -0.24
H -0.4533 0.2441 -1.6266 0.0 0.0 0.0 0.18
H 4.0644 -2.0775 0.3827 0.0 0.0 0.1 0.08
H 1.4827 1.3778 1.1987 0.1 0.0 0.0 0.12
H -4.4304 -1.0900 -0.6181 0.0 0.1 0.0 0.08
H -3.0714 0.5999 1.1431 0.0 0.0 0.0 0.11
H -4.8168 -0.9310 1.0935 0.0 0.0 0.0 0.08
H -0.7823 1.4388 1.0286 0.0 0.1 0.0 0.12
H 1.5307 2.5544 -0.0860 -0.1 0.0 0.0 0.12
H -0.7322 2.3253 -0.4944 0.0 0.0 -0.1 0.14
H 2.9465 1.0372 -1.0016 0.1 -0.1 0.1 0.11
H -2.0328 -0.8108 1.1449 -0.1 -0.1 0.0 0.12
H -3.7850 -2.2472 0.5347 0.0 0.0 -0.1 0.08
H 1.9613 -1.6360 -0.5973 0.0 0.0 -0.1 0.10
H 1.5281 0.3280 -1.6570 0.0 0.2 -0.1 0.10
H -0.4160 -0.5866 -0.2282 0.0 0.0 0.0 0.17
H -2.6098 0.9212 -1.0957 -0.1 -0.1 0.0 0.14
H 4.1509 -0.5110 1.1742 0.0 0.1 0.0 0.08
H 1.8003 -0.8354 0.9488 0.0 -0.1 0.0 0.10
H 4.4355 -0.6414 -0.5596 0.0 -0.1 0.0 0.08



Record 2
32
Properties=species:S:1:pos:R:3:forces:R:3:lowdin_charge:R:1 method="wB97M-V/def2-TZVPD" mol_weight_g_mol=228.27 e_homo_ev=-11.365 charge=+1 orbital_gap_ev=6.98 e_above_lowest_ev=0.581
S 2.3323 2.9553 -1.4386 0.1 -0.1 0.1 0.92
P 1.5026 5.0073 -1.3360 0.0 -0.1 0.0 0.59
O 1.0157 5.3119 -2.6776 0.0 0.0 0.1 -0.38
O -2.2128 -4.6044 3.8053 0.0 0.0 0.0 0.05
O 0.0379 -0.9894 0.3451 -0.1 0.0 0.0 -0.18
N -0.8300 -3.3209 2.5739 0.0 0.1 0.0 0.16
C -3.1968 -3.4399 1.9726 0.0 0.0 0.0 0.00
C 0.7772 2.0692 -1.8705 0.0 0.0 -0.1 -0.41
C -1.1918 -0.3467 0.0573 0.0 0.1 0.0 -0.08
C 1.1981 -0.1976 0.2623 0.0 0.0 0.0 -0.23
C 1.8238 -0.1641 -1.1297 0.0 0.0 0.0 -0.18
C -2.0518 -3.8485 2.8719 0.0 0.0 0.0 -0.60
C 1.0677 0.6114 -2.2075 0.0 0.0 0.0 -0.24
H -0.6666 -2.7117 1.7924 0.0 0.0 0.0 0.06
H 2.8487 0.2201 -1.0446 0.0 0.0 0.0 0.10
H -1.1581 0.7144 0.3320 0.0 0.0 0.0 0.09
H 0.0791 2.1984 -1.0450 0.1 0.0 0.0 0.08
H 1.6167 0.5691 -3.1497 0.0 0.0 0.0 0.13
H -1.9650 -0.8163 0.6618 0.0 0.0 0.0 0.08
H -0.0494 -3.6223 3.1319 0.0 0.0 0.0 0.11
H 2.6197 5.6555 -0.7914 0.0 0.1 -0.1 0.02
H 1.9310 -1.1974 -1.4634 0.0 0.0 0.0 0.13
H 0.9762 0.8126 0.6468 0.0 0.0 0.0 0.11
H -3.6391 -4.3412 1.5516 0.0 0.0 0.0 0.09
H -3.9581 -2.9522 2.5796 0.0 0.0 0.0 0.09
H 0.5859 4.8503 -0.2842 0.0 0.0 0.0 0.02
H 0.4212 2.6293 -2.7375 0.0 0.0 0.0 0.09
H 2.4353 2.6652 -0.1234 0.0 0.0 0.0 -0.01
H 1.9210 -0.6440 0.9464 0.0 0.0 0.0 0.14
H -1.4693 -0.4426 -0.9958 0.0 0.0 0.0 0.09
H 0.0970 0.1487 -2.3959 0.0 0.0 0.0 0.12
H -2.8984 -2.7795 1.1598 0.0 0.0 0.0 0.05



Record 3
29
Properties=species:S:1:pos:R:3:forces:R:3:lowdin_charge:R:1 method="wB97M-V/def2-TZVPD" mol_weight_g_mol=164.21 e_homo_ev="-13.491 / -13.491" charge=+1 orbital_gap_ev="8.53 / 8.53" e_above_lowest_ev=3.749
P -1.1715 -0.0474 0.0117 -3.7 0.2 1.1 1.07
O -3.6159 -0.3288 -0.2781 2.5 1.9 0.6 -0.31
N -0.7274 -1.1636 -1.0223 1.3 0.2 -1.3 -0.35
C 0.0543 -0.8861 -2.2764 -1.8 -0.7 -2.1 -0.05
C 1.7882 0.9027 0.3901 0.9 2.5 -2.1 -0.32
C -1.1797 -2.5764 -0.8187 -1.3 2.1 -3.5 -0.02
C 0.7357 1.9684 0.8059 0.7 0.3 0.4 -0.22
C 3.0924 1.0307 1.1127 0.4 -1.2 1.0 -0.11
C -0.4658 1.6148 -0.0725 0.8 -0.2 -1.4 -0.30
C -1.1509 -0.6267 1.7114 -1.9 -0.6 1.0 -0.18
H -0.2630 -1.2511 1.7846 0.2 0.1 0.4 0.06
H -2.0702 -1.3075 1.9404 1.5 1.4 -0.5 0.11
H 1.2694 -0.0274 0.5285 0.3 -0.8 -0.1 0.05
H -1.1584 0.2361 2.4548 0.1 -1.1 -1.1 0.09
H -4.1417 0.5207 -0.1286 1.2 -1.4 -0.2 0.00
H 2.9022 1.5190 2.0946 0.7 -0.4 -0.5 0.09
H 0.8038 -1.6980 -2.3484 0.1 1.1 0.1 0.11
H -0.1901 1.8316 -1.1176 0.0 -0.4 0.2 0.10
H 0.5607 1.8683 1.9533 0.1 0.3 -2.0 0.14
H 0.2891 0.1573 -2.5843 0.7 -0.6 1.6 0.09
H 3.4500 -0.0326 1.2409 0.3 1.3 0.2 0.10
H 3.7925 1.5956 0.4758 -0.1 -0.2 0.8 0.09
H 0.9926 3.0983 0.5683 -0.3 -2.4 0.5 0.17
H -0.4143 -3.2481 -0.8002 2.6 -1.5 1.0 0.07
H -1.6872 -2.9254 -1.7561 -0.2 0.8 0.8 0.13
H -0.6078 -1.0190 -3.1976 0.2 -0.7 1.3 0.11
H 2.1758 1.0391 -0.7180 -1.8 -0.5 1.7 0.15
H -1.8373 -2.5417 -0.0258 -1.3 -0.6 1.7 0.05
H -1.2255 2.2971 0.0717 -2.2 1.2 0.6 0.07



Record 4
28
Properties=species:S:1:pos:R:3:forces:R:3:lowdin_charge:R:1 method="wB97M-V/def2-TZVPD" mol_weight_g_mol=145.32 e_homo_ev=-8.120 orbital_gap_ev=9.00 e_above_lowest_ev=4.285
Si -0.5452 0.6029 -1.5819 -0.3 -0.7 0.5 0.53
N 1.0029 0.1657 -2.0496 2.9 -1.0 -0.8 -0.41
C -1.9561 -0.5541 -1.8318 2.1 -3.1 -0.5 -0.22
C -1.3519 -1.2697 3.4089 -1.7 -0.1 -0.6 -0.10
C -1.5126 -0.0478 2.4813 -0.9 -3.0 0.7 -0.22
C 0.9055 0.7902 2.4019 -3.4 0.0 2.2 -0.07
C -0.6015 0.7233 1.9860 1.7 3.4 0.1 -0.25
C 2.1765 0.9311 -1.6146 -0.6 0.5 2.1 -0.16
C 1.4473 -0.8395 -3.0139 -0.5 -1.2 2.2 -0.14
H -1.7569 -1.1337 -2.7964 -0.4 0.4 1.2 0.04
H 1.4235 0.2361 1.7084 1.5 -2.3 -0.9 0.02
H 0.9208 0.4760 3.5396 0.7 0.6 -2.5 0.12
H 2.2009 -0.3546 -3.6744 -0.8 -0.9 -0.2 0.08
H -0.5693 -1.9362 3.0556 0.8 0.4 0.6 0.06
H 1.9902 1.3927 -0.5674 0.3 -0.8 -1.5 0.08
H 2.4415 1.7816 -2.2531 -0.2 -0.1 -0.3 0.07
H -2.0156 -1.2821 -0.9506 0.2 0.9 -1.3 0.06
H -2.4862 0.1157 2.1131 -1.3 0.2 -0.2 0.07
H 1.3050 1.7509 2.1779 0.0 1.2 0.6 0.05
H 3.0736 0.2804 -1.5396 -0.5 0.2 0.1 0.08
H -1.0315 1.5772 1.3767 1.0 -1.1 0.8 0.09
H -2.8899 -0.1322 -1.9538 -1.9 1.2 -0.2 -0.02
H -2.2409 -2.0336 3.3661 1.1 2.0 0.3 0.10
H 0.5009 -1.2966 -3.4039 1.3 0.4 -0.7 0.07
H 1.9410 -1.6960 -2.3798 -0.4 1.3 -1.5 0.10
H -0.4915 0.7102 -0.1745 0.2 0.5 0.8 -0.06
H -0.6226 1.8239 -2.2339 -1.0 2.2 -0.8 -0.05
H -1.2578 -0.7819 4.4039 0.3 -1.3 -0.2 0.08



Record 5
40
Properties=species:S:1:pos:R:3:forces:R:3:lowdin_charge:R:1 method="wB97M-V/def2-TZVPD" mol_weight_g_mol=586.30 e_homo_ev=-11.719 charge=+1 orbital_gap_ev=9.04
Bi -0.3433 -0.0814 -0.9455 0.2 -0.4 -0.6 1.54
As -0.3124 -2.8703 1.2957 1.3 -1.2 0.4 1.05
S -1.3635 0.4190 1.2205 -0.2 0.2 0.9 0.31
S -3.0318 -0.2961 0.1201 -0.1 -0.2 0.2 0.09
O 0.3393 -1.9838 0.0017 -0.2 0.1 0.0 -0.73
O -4.0391 -0.7358 1.0301 -0.1 0.1 0.0 -0.32
O -3.2728 0.8138 -0.7682 -0.3 0.1 -0.2 -0.40
O -2.3522 -1.4061 -0.6099 -0.3 -0.1 0.0 -0.59
N 0.8291 4.3189 0.1085 0.0 0.0 0.0 0.18
N 1.7703 0.2700 -0.1695 0.3 0.2 0.2 -0.05
N 0.0088 2.3758 -0.8905 0.1 0.0 0.0 -0.02
N 3.9614 1.0232 0.0300 0.1 0.1 -0.1 -0.13
N 2.2511 2.5504 -0.2742 0.2 0.2 0.1 0.16
C 4.9219 2.1188 0.0660 0.0 0.1 0.0 -0.02
C 0.1030 -2.1305 3.0453 -0.3 0.1 -0.3 -0.21
C -2.0285 -3.7497 1.2806 -0.1 0.5 -0.3 -0.18
C 4.4495 -0.3485 0.0988 -0.1 -0.1 0.0 -0.02
C 0.9502 3.0517 -0.3491 -0.2 0.0 -0.3 -0.49
C 0.8959 -4.3948 1.1961 -0.3 0.1 0.1 -0.21
C 2.6452 1.2369 -0.1496 -0.2 -0.2 0.2 -0.39
H -0.9046 2.8172 -0.8489 0.0 0.1 0.1 0.08
H 5.5298 -0.3480 0.0016 0.0 0.0 0.0 0.09
H 4.1886 -0.8168 1.0514 0.0 0.0 0.0 0.10
H 2.1230 -0.6378 0.1016 0.1 0.0 -0.1 0.03
H 5.9148 1.7119 0.2222 0.0 0.0 0.0 0.10
H -2.8369 -3.0610 1.4983 -0.1 0.1 0.0 0.03
H 4.7205 2.8044 0.8933 0.0 0.0 0.0 0.10
H -1.9832 -4.5396 2.0305 0.2 0.1 0.0 0.06
H 1.5349 4.7630 0.6681 0.0 -0.1 0.1 0.11
H 0.7660 -1.2768 2.9278 0.0 0.0 -0.1 0.03
H 0.8478 -4.8280 0.1981 -0.1 0.1 0.0 0.05
H -0.8091 -1.7918 3.5291 0.0 0.0 0.0 0.04
H -2.1727 -4.1709 0.2880 0.0 0.0 0.0 0.06
H 0.5817 -2.9115 3.6357 0.0 0.0 -0.1 0.04
H 1.9181 -4.0714 1.3867 -0.1 0.1 0.0 0.04
H 4.0369 -0.9470 -0.7151 0.0 0.0 0.0 0.10
H 4.9343 2.6716 -0.8767 0.0 0.0 0.0 0.11
H -0.0805 4.7466 0.0934 0.0 0.1 0.0 0.12
H 0.6116 -5.1507 1.9280 0.0 0.0 0.0 0.04
H 2.9599 3.2457 -0.1136 0.0 0.0 -0.1 0.12



Record 6
34
Properties=species:S:1:pos:R:3:forces:R:3:lowdin_charge:R:1 method="wB97M-V/def2-TZVPD" mol_weight_g_mol=294.05 e_homo_ev=-9.735 orbital_gap_ev=10.29 smiles=ClCCCl.ClCCCl.CO.CO.CO
Cl -7.4746 1.7627 -1.1516 0.2 -0.4 0.2 0.52
Cl 6.2971 2.3088 1.1964 -0.3 0.2 0.4 0.53
Cl 2.7199 4.5420 0.3128 -0.3 0.7 -0.3 0.55
Cl -4.8776 -1.5066 0.0326 -1.1 0.3 0.0 0.50
O -1.1367 -2.0613 0.2941 -0.3 -2.2 1.8 -0.18
O 2.6888 -2.0374 0.1913 0.5 -0.2 -0.2 -0.12
O 0.8685 -0.1048 -0.5894 -0.6 0.3 -0.5 -0.14
C 3.7099 3.2578 1.0090 0.4 -0.5 -0.2 -0.69
C 5.1728 3.7013 1.1066 0.0 0.3 -3.2 -0.67
C -6.5047 -0.6295 -0.1742 1.3 0.2 -0.3 -0.57
C -6.1062 0.7930 -0.4822 0.6 1.2 0.4 -0.69
C 3.3594 -2.6934 -0.8615 0.4 0.3 0.2 -0.17
C 0.6112 1.1523 0.0372 0.9 -1.2 1.9 -0.13
C -1.2679 -3.3973 -0.3317 -1.9 2.1 -0.8 -0.11
H -5.6893 1.3520 0.3794 -0.6 -0.5 -0.2 0.08
H 5.4726 4.2366 0.1158 -0.7 -0.9 1.8 0.09
H 3.7609 -3.5884 -0.4479 0.7 -0.6 0.3 0.06
H -7.0267 -1.0425 -1.0322 0.1 -0.3 0.2 0.07
H 0.1770 -0.7503 -0.3584 0.0 0.2 0.2 0.05
H 2.7016 -3.0155 -1.6255 -1.1 -0.3 -0.9 0.06
H 3.6170 2.4236 0.2981 0.0 0.1 0.7 0.06
H 3.2493 3.0824 1.9853 0.4 -0.5 -0.2 0.07
H 5.2916 4.3941 1.8930 0.5 0.5 1.1 0.05
H 1.0744 1.0884 1.0545 -0.5 0.3 -0.4 0.09
H 1.1431 1.9251 -0.4561 0.4 0.6 -0.9 0.04
H 4.1407 -2.1295 -1.4016 0.0 0.1 0.6 0.08
H -0.4360 -4.0500 -0.2377 0.6 -0.6 0.9 0.07
H 2.1968 -1.3210 -0.2110 -0.4 0.7 0.1 0.01
H -5.2892 0.8427 -1.1964 -0.3 -0.3 -0.4 0.05
H -1.3105 -2.2710 1.2683 0.5 0.9 -1.9 0.12
H -7.0629 -0.7230 0.7449 -0.1 -0.2 0.1 0.07
H -2.2931 -3.7626 -0.1283 0.9 -0.4 0.5 0.08
H -1.3514 -3.2157 -1.3900 0.2 0.4 -0.6 0.07
H -0.4257 1.4372 0.1562 -0.4 -0.2 -0.3 0.08